## P
Entry from OMol25: a cluster of 5 separate species, CH10O5 in total (ωB97M-V/def2-TZVPD).

The geometry in ORCA input format:
```
! wB97M-V def2-TZVPD RIJCOSX def2/J DEFGRID3
* xyz 0 1
C -2.24742 1.76017 1.98771
O -1.73579 2.15630 0.96602
H -2.10934 0.68236 2.15186
H -3.04239 2.38162 2.45184
O 2.96102 3.47928 -1.66257
H 2.10647 3.06887 -1.48191
H 3.54138 2.74326 -1.43919
O 2.62507 -0.25085 -0.93105
H 2.47832 -0.02959 -1.86618
H 3.30919 -0.88985 -1.19120
O -2.90247 -1.27180 0.36361
H -3.03355 -1.76092 1.18057
H -3.14399 -1.88842 -0.33603
O 0.43790 -3.76301 0.05171
H 0.17521 -2.99650 0.58712
H 0.58037 -3.42092 -0.83233
*
```

## Properties
HOMO energy = -0.367 Ha
SMILES string = C=O.O.O.O.O

Here are the Mulliken charges for atoms 1 to 8, given in e: C -0.052; O -0.373; H 0.170; H 0.249; O -0.638; H 0.320; H 0.322; O -0.644

## Q
Entry from OMol25: a cluster of 5 separate species, CH10O5 in total (ωB97M-V/def2-TZVPD).

The geometry in ORCA input format:
```
! wB97M-V def2-TZVPD RIJCOSX def2/J DEFGRID3
* xyz 0 1
C 1.92369 0.26890 0.28680
O 2.21225 -0.17896 1.33514
H 1.00096 0.76638 0.35724
H 2.48010 0.06564 -0.72482
O -0.82046 -0.28775 1.49918
H -0.08487 -1.02002 1.38776
H -0.79753 -0.16783 2.37600
O -0.24217 -3.12117 0.40256
H -0.46262 -3.36418 -0.52146
H -0.39290 -2.12596 0.38973
O 0.52421 1.78314 -1.59143
H 0.35914 1.89822 -2.56603
H -0.24424 2.06906 -1.04498
O -1.81815 1.53136 -0.40196
H -1.43511 0.69290 -0.00687
H -2.20229 1.19027 -1.17687
*
```

## Properties
HOMO energy = -0.362 Ha
SMILES string = C=O.O.O.O.O

Here are the Mulliken charges for atoms 1 to 8, given in e: C -0.080; O -0.432; H 0.306; H 0.216; O -0.604; H 0.239; H 0.233; O -0.607

Most stable: P. Least stable: Q.